{
  "formula": "C10H6N2S",
  "method": "wB97M-V/def2-TZVPD",
  "smiles": "N#CC(C#N)=CSc1ccccc1",
  "fmax_ev_per_a": 3.6,
  "de_lowest_kcal_mol": 38.8,
  "gap_ha": 0.323,
  "species": ["C", "N", "H", "S", "C", "H", "H", "H", "C", "H", "C", "C", "C", "C", "C", "H", "C", "C", "N"],
  "xyz": [[-2.33981, -0.19210, 1.15915], [4.99676, -0.86077, -0.08855], [-0.95932, 1.09208, 2.13403], [0.77258, 2.06026, -0.18763], [-0.49710, 0.89880, 0.01688], [-3.78040, -1.29177, -0.02880], [-2.66510, -0.47389, 2.18229], [-0.26041, 0.39810, -2.08348], [-2.82615, -0.73679, -0.08083], [-2.71784, -0.95131, -2.19325], [2.36335, 1.29828, -0.07024], [-1.16743, 0.57066, 1.17032], [-0.91362, 0.22918, -1.18217], [1.57395, -1.07765, 0.06722], [-2.19800, -0.42708, -1.29000], [3.21975, 1.93779, 0.19583], [3.95397, -0.43778, 0.12820], [2.58779, -0.04183, 0.06406], [0.85701, -1.99418, 0.08696]],
  "forces_ev_per_angstrom": [[0.945, -1.152, -0.723], [0.683, 0.011, 0.388], [0.319, -0.608, -0.846], [1.554, 1.217, 0.293], [-0.769, -2.568, -2.393], [0.719, 0.235, -0.300], [-0.522, 0.163, -1.139], [-1.012, -0.252, 0.887], [-0.385, 1.156, 1.933], [1.719, 1.438, 1.285], [-1.175, -1.215, 1.435], [-1.115, 1.425, 1.687], [-1.156, 0.889, -1.184], [-0.292, -1.330, -0.033], [0.819, -1.286, 0.210], [-0.603, 0.057, -0.835], [-0.284, -0.740, -0.600], [-0.558, 1.151, -0.070], [1.114, 1.411, 0.005]]
}